Record 1
{"formula": "C21H33BrIrN4O2S", "method": "ωB97M-V/def2-TZVPD", "multiplicity": 2, "total_charge": 2, "homo_energy_ev": [-14.0550, -14.3053], "orbital_gap_ev": [8.11, 6.14], "species": ["Ir", "N", "C", "O", "C", "C", "H", "H", "H", "H", "H", "H", "C", "C", "C", "C", "C", "C", "C", "Br", "C", "O", "C", "C", "C", "C", "C", "C", "H", "H", "H", "H", "H", "H", "H", "H", "H", "H", "H", "H", "H", "H", "H", "H", "H", "H", "H", "H", "C", "C", "C", "N", "N", "C", "N", "S", "H", "H", "H", "H", "H", "H", "H"], "coordinates": [[0.86, -1.81, -0.09], [4.78, -1.71, 1.00], [3.47, -1.82, 0.95], [2.87, -1.68, -0.16], [2.63, -2.12, 2.14], [1.26, -1.52, 1.88], [5.31, -1.50, 0.17], [5.28, -1.78, 1.88], [3.08, -1.76, 3.07], [2.58, -3.21, 2.22], [1.27, -0.43, 2.01], [0.49, -1.94, 2.53], [-4.76, 2.87, 0.68], [-3.93, 3.23, -0.57], [-4.73, 2.85, -1.83], [-3.69, 4.74, -0.58], [-2.65, 2.44, -0.54], [-2.73, 1.01, -0.54], [-1.58, 0.31, -0.48], [-1.61, -1.59, -0.51], [-0.27, 0.90, -0.43], [0.77, 0.16, -0.38], [-0.19, 2.34, -0.47], [-1.39, 3.03, -0.51], [1.11, 3.15, -0.44], [1.16, 4.01, -1.72], [1.07, 4.07, 0.80], [2.41, 2.34, -0.38], [-5.70, 3.42, 0.66], [-4.23, 3.15, 1.59], [-4.99, 1.81, 0.73], [-5.65, 3.43, -1.86], [-5.01, 1.79, -1.84], [-4.17, 3.06, -2.74], [-4.65, 5.26, -0.61], [-3.13, 5.06, -1.46], [-3.17, 5.07, 0.32], [-3.68, 0.52, -0.60], [-1.34, 4.11, -0.52], [0.31, 4.70, -1.78], [1.16, 3.38, -2.61], [2.07, 4.61, -1.71], [0.25, 4.80, 0.75], [2.00, 4.63, 0.86], [0.95, 3.49, 1.72], [2.53, 1.70, -1.24], [2.47, 1.73, 0.52], [3.24, 3.04, -0.36], [0.99, -6.44, 2.42], [0.09, -6.45, 1.18], [0.65, -5.61, 0.08], [0.55, -4.33, -0.01], [1.21, -3.79, -1.09], [1.84, -4.68, -1.81], [2.57, -4.39, -2.89], [1.60, -6.28, -1.21], [0.58, -7.10, 3.18], [1.07, -5.44, 2.84], [2.00, -6.80, 2.17], [-0.90, -6.06, 1.43], [-0.04, -7.47, 0.82], [2.68, -3.43, -3.17], [3.00, -5.10, -3.46]], "mulliken_spin": [0.09, 0.00, 0.00, 0.00, -0.01, 0.00, 0.00, 0.00, 0.00, 0.00, 0.00, 0.00, 0.03, 0.04, 0.03, 0.00, 0.00, 0.03, 0.05, 0.01, 0.22, 0.26, 0.08, 0.09, 0.02, 0.02, 0.02, -0.01, 0.00, 0.00, 0.00, 0.00, 0.00, 0.00, 0.00, 0.00, 0.00, 0.00, 0.01, 0.00, 0.00, 0.00, 0.00, 0.00, 0.00, 0.00, 0.00, 0.00, 0.00, 0.00, 0.00, 0.00, -0.01, 0.00, 0.00, 0.00, 0.00, 0.00, 0.00, 0.00, 0.00, 0.00, 0.00]}


Record 2
{"formula": "C4H9ClO2Si", "method": "ωB97M-V/def2-TZVPD", "multiplicity": 1, "total_charge": 0, "homo_energy_ev": -10.6015, "orbital_gap_ev": 11.30, "smiles": "CC(=O)O[Si](C)(C)Cl", "species": ["C", "C", "O", "O", "Si", "C", "C", "Cl", "H", "H", "H", "H", "H", "H", "H", "H", "H"], "coordinates": [[-2.21, 1.70, 1.07], [-0.88, 0.96, 0.82], [-0.31, 0.44, 1.71], [-0.47, 0.96, -0.44], [0.46, -0.29, -1.08], [-0.48, -2.02, -0.88], [2.34, -0.14, -0.76], [0.18, 0.38, -3.03], [-2.46, 1.23, 2.03], [-2.93, 1.35, 0.39], [-2.16, 2.70, 1.38], [0.19, -2.53, -0.16], [-1.36, -1.85, -0.27], [-0.53, -2.74, -1.64], [2.75, -1.11, -1.01], [2.95, 0.62, -1.27], [2.39, 0.02, 0.25]], "nbo_charge": [-0.73, 0.82, -0.59, -0.85, 1.77, -1.08, -1.11, -0.42, 0.23, 0.23, 0.25, 0.24, 0.25, 0.25, 0.24, 0.26, 0.24]}


Record 3
{"formula": "C8H8N2O3S", "method": "ωB97M-V/def2-TZVPD", "multiplicity": 1, "total_charge": 0, "homo_energy_ev": -8.7428, "orbital_gap_ev": 7.91, "smiles": "COC(=O)C1=CC(=O)N2CCN=C2S1", "species": ["C", "O", "C", "O", "C", "C", "C", "O", "N", "C", "C", "N", "C", "S", "H", "H", "H", "H", "H", "H", "H", "H"], "coordinates": [[-1.95, -4.24, -0.76], [-1.65, -2.86, -0.42], [-0.32, -2.50, -0.50], [0.58, -3.29, -0.73], [0.01, -1.12, -0.24], [1.29, -0.70, -0.24], [1.73, 0.69, 0.00], [2.92, 0.92, 0.14], [0.81, 1.72, 0.23], [1.16, 3.09, 0.58], [-0.20, 3.75, 0.81], [-1.18, 2.69, 0.57], [-0.53, 1.56, 0.30], [-1.33, 0.01, 0.07], [-3.04, -4.35, -0.86], [-1.57, -4.91, 0.01], [-1.50, -4.48, -1.71], [2.08, -1.45, -0.43], [1.63, 3.68, -0.22], [1.73, 3.08, 1.50], [-0.37, 4.53, 0.06], [-0.31, 4.17, 1.83]], "nbo_charge": [-0.26, -0.50, 0.75, -0.56, -0.24, -0.23, 0.63, -0.56, -0.44, -0.23, -0.25, -0.48, 0.26, 0.39, 0.20, 0.20, 0.20, 0.27, 0.22, 0.22, 0.20, 0.21]}


Record 4
{"formula": "H10IO5", "method": "ωB97M-V/def2-TZVPD", "multiplicity": 1, "total_charge": -1, "homo_energy_ev": -5.0252, "orbital_gap_ev": 8.30, "species": ["I", "O", "H", "H", "O", "H", "H", "O", "H", "H", "O", "H", "H", "O", "H", "H"], "coordinates": [[1.08, 1.76, 0.74], [-0.29, -1.52, -0.09], [0.05, -0.84, 0.43], [-0.67, -2.13, 0.52], [-2.55, 1.18, 1.32], [-2.73, 0.93, 0.40], [-1.72, 1.62, 1.18], [2.52, -1.05, 2.35], [2.15, -0.33, 1.85], [2.50, -1.86, 1.83], [-1.66, 0.71, -1.44], [-1.01, 0.95, -0.81], [-1.32, -0.15, -1.69], [1.07, 0.31, -2.53], [1.02, 0.90, -1.74], [1.56, -0.48, -2.32]], "nbo_charge": [-0.91, -0.96, 0.49, 0.46, -0.97, 0.48, 0.48, -0.98, 0.49, 0.46, -0.98, 0.47, 0.49, -0.99, 0.50, 0.46]}


Record 5
{"formula": "C27H44IrN7OS2SbSe", "method": "ωB97M-V/def2-TZVPD", "multiplicity": 1, "total_charge": -1, "homo_energy_ev": -3.0382, "orbital_gap_ev": 5.21, "species": ["Ir", "N", "C", "N", "C", "C", "S", "C", "C", "S", "C", "N", "N", "H", "H", "H", "H", "H", "H", "C", "C", "C", "C", "N", "H", "H", "H", "H", "H", "H", "H", "H", "H", "C", "N", "C", "Se", "N", "C", "C", "C", "C", "C", "C", "H", "H", "H", "H", "H", "H", "H", "H", "C", "C", "Sb", "C", "C", "C", "C", "H", "H", "H", "H", "H", "H", "H", "H", "H", "H", "H", "H", "H", "H", "H", "C", "O", "C", "C", "H", "H", "H", "H", "H", "H"], "coordinates": [[0.88, -1.40, 0.44], [4.01, -1.82, 1.21], [3.51, -0.93, 2.00], [2.23, -0.46, 1.96], [2.02, 0.53, 2.90], [3.05, 0.82, 3.73], [4.43, -0.15, 3.33], [0.81, 1.38, 2.91], [0.89, 2.73, 3.08], [-0.68, 3.44, 3.01], [-1.33, 1.85, 2.75], [-0.47, 0.89, 2.74], [-2.70, 1.66, 2.61], [2.90, -0.38, -0.67], [4.98, -2.00, 1.47], [3.05, 1.54, 4.53], [1.78, 3.33, 3.16], [-3.18, 2.45, 2.20], [-2.89, 0.82, 2.09], [2.77, 0.05, -3.11], [1.66, 0.39, -2.11], [0.32, -0.03, -2.70], [1.64, 1.92, -1.90], [1.91, -0.27, -0.85], [2.64, 0.59, -4.06], [2.78, -1.02, -3.31], [3.75, 0.33, -2.70], [0.14, 0.51, -3.65], [-0.48, 0.16, -1.99], [0.31, -1.09, -2.94], [1.46, 2.48, -2.84], [2.60, 2.25, -1.49], [0.87, 2.17, -1.17], [-2.50, 5.40, -1.72], [-2.05, 4.33, -2.58], [-1.93, 3.02, -2.21], [-2.22, 2.25, -0.59], [-1.47, 2.36, -3.30], [-1.26, 3.23, -4.35], [-0.77, 3.04, -5.64], [-0.70, 4.16, -6.45], [-1.10, 5.42, -6.00], [-1.58, 5.60, -4.71], [-1.65, 4.49, -3.90], [-2.59, 4.99, -0.71], [-3.47, 5.78, -2.04], [-1.77, 6.21, -1.72], [-1.17, 1.39, -3.23], [-0.46, 2.07, -5.98], [-0.32, 4.06, -7.46], [-1.03, 6.27, -6.67], [-1.88, 6.58, -4.35], [-0.49, -5.59, 1.41], [0.44, -4.80, 2.33], [-0.07, -2.70, 2.43], [-2.09, -3.16, 3.08], [-2.78, -2.03, 3.84], [0.64, -2.40, 4.44], [2.09, -2.85, 4.64], [-0.18, -6.63, 1.32], [-0.53, -5.16, 0.41], [-1.52, -5.59, 1.80], [1.47, -4.84, 1.96], [0.43, -5.21, 3.34], [-1.97, -4.04, 3.72], [-2.69, -3.47, 2.21], [-2.18, -1.70, 4.69], [-3.76, -2.35, 4.23], [-2.95, -1.16, 3.21], [-0.04, -2.97, 5.08], [0.53, -1.35, 4.68], [2.21, -3.91, 4.39], [2.40, -2.72, 5.68], [2.77, -2.28, 4.02], [-2.26, -1.88, -0.33], [-1.34, -2.79, -0.92], [-0.01, -2.52, -0.74], [0.75, -3.42, -1.68], [-2.02, -0.85, -0.61], [-2.24, -1.94, 0.76], [-3.25, -2.16, -0.71], [0.20, -3.59, -2.61], [0.93, -4.39, -1.20], [1.73, -2.97, -1.88]], "lowdin_charge": [0.79, 0.01, -0.82, -0.14, -0.39, -0.42, 0.92, -0.34, -0.37, 0.98, -0.76, 0.10, 0.05, 0.01, 0.00, 0.06, 0.07, 0.04, 0.06, -0.06, -0.71, -0.08, -0.07, -0.17, 0.07, 0.07, 0.08, 0.06, 0.03, 0.07, 0.06, 0.07, 0.05, -0.04, -0.08, -0.75, 0.71, 0.11, -0.18, -0.01, -0.10, -0.10, -0.02, -0.16, 0.04, 0.10, 0.10, 0.08, 0.11, 0.10, 0.10, 0.11, -0.20, -0.42, 1.39, -0.43, -0.19, -0.41, -0.18, 0.06, 0.04, 0.05, 0.05, 0.04, 0.05, 0.04, 0.06, 0.06, 0.04, 0.04, 0.04, 0.05, 0.07, 0.02, -0.13, -0.20, -0.59, -0.11, 0.03, 0.02, 0.09, 0.07, 0.06, 0.05]}


Record 6
{"formula": "C27H33Br2ClN2O2Ta", "method": "ωB97M-V/def2-TZVPD", "multiplicity": 1, "total_charge": 3, "homo_energy_ev": -17.0865, "orbital_gap_ev": 5.55, "species": ["Ta", "C", "C", "C", "C", "C", "C", "C", "C", "C", "H", "H", "H", "H", "H", "H", "H", "H", "H", "H", "H", "H", "Br", "C", "Br", "H", "H", "C", "C", "C", "C", "C", "C", "C", "C", "C", "C", "N", "C", "C", "C", "C", "C", "N", "H", "H", "H", "H", "H", "H", "H", "H", "H", "H", "H", "H", "H", "H", "H", "H", "H", "Cl", "C", "C", "O", "O", "H", "H"], "coordinates": [[0.76, -0.28, -0.77], [2.23, 2.75, -2.52], [2.03, 2.04, -1.23], [2.98, 1.13, -0.74], [2.92, 0.66, 0.59], [4.07, -0.05, 1.21], [1.79, 1.00, 1.36], [0.88, 1.99, 0.93], [0.09, 2.77, 1.91], [0.90, 2.33, -0.43], [2.67, 3.72, -2.27], [1.30, 2.94, -3.05], [2.94, 2.24, -3.17], [3.84, 0.87, -1.36], [3.80, -0.57, 2.12], [4.81, 0.72, 1.46], [4.57, -0.74, 0.52], [1.73, 0.67, 2.38], [0.81, 3.50, 2.33], [-0.28, 2.17, 2.74], [-0.71, 3.34, 1.45], [0.18, 3.02, -0.86], [0.34, -5.03, -0.16], [1.00, -3.94, 1.22], [2.01, -2.32, 0.53], [1.81, -4.42, 1.76], [0.23, -3.53, 1.86], [0.09, -1.30, 3.84], [-1.20, -1.38, 3.02], [-1.77, -0.06, 2.55], [-2.49, 0.72, 3.44], [-3.19, 1.84, 3.02], [-3.18, 2.20, 1.68], [-2.44, 1.47, 0.75], [-2.51, 1.87, -0.71], [-3.80, 1.38, -1.38], [-1.71, 0.37, 1.22], [-1.05, -0.47, 0.22], [-1.91, -1.45, -0.22], [-1.50, -2.21, -1.24], [-2.08, -3.26, -2.03], [-1.12, -3.61, -2.94], [0.00, -2.80, -2.70], [-0.22, -1.92, -1.71], [0.30, -2.26, 4.32], [0.00, -0.56, 4.63], [0.95, -1.05, 3.22], [-1.97, -1.85, 3.63], [-1.07, -2.04, 2.16], [-2.55, 0.41, 4.48], [-3.76, 2.42, 3.73], [-3.76, 3.05, 1.34], [-1.65, 1.50, -1.27], [-2.47, 2.96, -0.77], [-3.86, 0.29, -1.38], [-3.86, 1.73, -2.41], [-4.68, 1.76, -0.85], [-2.87, -1.57, 0.29], [-3.06, -3.68, -1.90], [-1.19, -4.38, -3.70], [0.96, -2.86, -3.20], [4.08, -0.40, -4.37], [2.32, -0.29, -4.47], [1.73, -0.37, -3.11], [0.74, 0.37, -2.76], [2.14, -1.12, -2.18], [1.94, -1.12, -5.07], [2.02, 0.64, -4.94]], "nbo_charge": [2.07, -0.67, 0.08, -0.25, 0.09, -0.68, -0.31, 0.18, -0.68, -0.27, 0.30, 0.26, 0.25, 0.28, 0.25, 0.30, 0.26, 0.29, 0.29, 0.27, 0.26, 0.28, 0.21, -0.46, 0.22, 0.27, 0.24, -0.60, -0.43, -0.03, -0.19, -0.16, -0.19, -0.02, -0.41, -0.60, 0.05, -0.71, 0.18, 0.00, -0.05, -0.28, 0.16, -0.63, 0.24, 0.24, 0.17, 0.25, 0.17, 0.25, 0.26, 0.24, 0.17, 0.24, 0.19, 0.24, 0.24, 0.27, 0.28, 0.28, 0.24, 0.06, -0.53, 0.85, -0.70, -0.67, 0.29, 0.28]}


Energy above the lowest of the compared OMol25 structures with the same formula, charge and spin per entry: 1.271; 0.205; 0.000; 0.198; 0.000; 0.000 eV